Formula: C30H26Cl2N4O2
Source: the Open Molecules 2025 dataset
Level of theory: ωB97M-V with the def2-TZVPD basis set

Computed properties:
Molecular weight   545.47 g mol⁻¹
E   -66629.6210 eV

Structure (XYZ):
```
64
Properties=species:S:1:pos:R:3:lowdin_charge:R:1
N -1.77966 1.33836 4.16276 0.233
C -0.91710 1.55154 3.38919 -0.128
C 0.13554 1.86586 2.48161 -0.151
C 0.07181 3.03774 1.76044 -0.096
C -1.17165 3.62633 1.36500 -0.138
N -2.16337 4.08585 0.93560 0.197
C 1.30553 3.80565 1.45163 -0.350
O 1.27991 4.99903 1.15169 0.103
C 2.55989 3.00009 1.48932 -0.602
Cl 3.99513 3.83254 1.09670 0.768
C 2.55780 1.68891 1.87111 -0.609
Cl 3.89988 0.67417 1.60938 0.780
C 1.38987 1.09395 2.62202 -0.388
O 1.43592 0.06389 3.28357 0.093
C 5.67394 0.51526 -2.91025 -0.052
C 4.34958 0.00484 -2.42757 -0.270
C 4.26885 -1.24700 -1.81531 -0.015
C 3.05065 -1.76201 -1.36494 -0.201
C 3.03388 -3.09347 -0.68477 -0.040
C 1.88276 -1.01560 -1.59164 -0.121
N 0.63748 -1.56577 -1.15780 0.031
C -0.19904 -0.93215 -0.27511 -0.244
C -0.03529 0.25139 0.40309 0.064
N -1.31119 -1.73187 -0.14867 0.017
C -2.52058 -1.20637 0.39237 -0.152
C -3.49148 -0.71249 -0.48680 -0.185
C -3.38280 -0.90301 -1.96719 -0.028
C -4.59728 -0.05843 0.06949 0.003
C -4.67056 0.19609 1.44135 -0.258
C -5.81070 0.99935 1.98222 -0.050
C -3.69507 -0.33256 2.29386 -0.010
C -2.61490 -1.06089 1.78365 -0.210
C -1.59558 -1.70404 2.67148 -0.028
C -1.14341 -2.87048 -0.91534 -0.038
C 0.05531 -2.77520 -1.52952 -0.035
C 1.92909 0.22370 -2.25860 -0.192
C 0.68956 0.97152 -2.64381 -0.036
C 3.17647 0.73168 -2.64018 0.001
H 5.60338 1.57169 -3.18150 0.077
H 6.44604 0.40060 -2.14063 0.083
H 6.01241 -0.04119 -3.79445 0.088
H 5.17564 -1.84523 -1.69759 0.127
H 2.13167 -3.24917 -0.08649 0.076
H 3.10685 -3.91149 -1.41742 0.092
H 3.90286 -3.17283 -0.01849 0.088
H -0.91010 0.58306 0.98477 0.072
H 0.90687 0.77040 0.22447 0.061
H -4.31868 -0.57950 -2.43486 0.081
H -2.57362 -0.31318 -2.42444 0.086
H -3.22874 -1.95882 -2.21771 0.074
H -5.41650 0.24333 -0.58602 0.121
H -5.87566 0.87569 3.06487 0.077
H -5.69353 2.06708 1.76279 0.089
H -6.75136 0.67084 1.52986 0.081
H -3.78108 -0.18351 3.37163 0.105
H -1.99507 -1.76353 3.69161 0.088
H -1.37856 -2.72022 2.31619 0.089
H -0.64960 -1.14360 2.72437 0.060
H -1.88537 -3.65580 -0.91250 0.133
H 0.53924 -3.45958 -2.21177 0.129
H 0.95847 1.73977 -3.38194 0.083
H -0.05465 0.30852 -3.10888 0.087
H 0.22139 1.48387 -1.79321 0.070
H 3.22852 1.69638 -3.15270 0.121
```